{
  "formula": "C35H31AuBr2Cl3N7O3S2",
  "method": "wB97M-V/def2-TZVPD",
  "symbols": ["Au", "Br", "C", "C", "C", "Br", "C", "C", "C", "C", "N", "C", "C", "O", "H", "H", "H", "H", "N", "C", "N", "N", "C", "N", "H", "H", "H", "H", "C", "C", "C", "C", "C", "C", "C", "S", "C", "O", "H", "H", "H", "H", "H", "H", "H", "H", "H", "H", "Cl", "C", "C", "C", "C", "C", "C", "N", "C", "C", "N", "C", "O", "C", "C", "C", "Cl", "S", "C", "C", "C", "Cl", "C", "H", "H", "H", "H", "H", "H", "H", "H", "H", "H", "H", "H", "H"],
  "xyz": [[-1.88559, 0.14892, -0.51066], [-0.07749, -2.66682, 3.45957], [-1.86575, -2.46320, 2.93809], [-2.89633, -3.03761, 3.66499], [-4.20886, -2.87954, 3.26429], [-5.57715, -3.69779, 4.27893], [-4.53040, -2.12250, 2.10301], [-5.83234, -1.92065, 1.60862], [-6.02114, -1.17181, 0.47182], [-4.91586, -0.59764, -0.15996], [-3.69697, -0.76078, 0.29851], [-3.46790, -1.51581, 1.38596], [-2.08788, -1.67814, 1.77866], [-1.13442, -1.15613, 1.13416], [-2.66618, -3.61548, 4.54952], [-6.67822, -2.35696, 2.11869], [-7.00841, -1.01607, 0.07077], [-5.02005, 0.00803, -1.04755], [-3.32530, 5.45406, -2.65816], [-3.65999, 5.15363, -1.39582], [-4.10865, 6.10396, -0.57780], [-3.56417, 3.95086, -0.88082], [-3.17608, 2.81932, -1.24520], [-2.92124, 1.69662, -1.44670], [-3.49641, 6.36797, -3.04642], [-3.05085, 4.72442, -3.29343], [-4.22956, 7.06003, -0.86665], [-4.36798, 5.83676, 0.35808], [0.31619, -5.84319, 1.73658], [-0.46616, -4.98416, 0.80171], [-1.85470, -5.08097, 0.72054], [-2.55993, -4.35425, -0.22517], [-1.87328, -3.52517, -1.09335], [-0.50279, -3.35188, -0.97225], [0.19417, -4.08268, -0.03213], [-2.75730, -2.58397, -2.36386], [-2.14243, -3.48747, -3.83361], [-2.00650, -1.29123, -2.42693], [-0.31858, -6.30750, 2.48570], [1.10248, -5.27401, 2.22769], [0.80023, -6.63529, 1.16466], [-2.38108, -5.73896, 1.39738], [-3.63542, -4.43372, -0.29567], [-0.00575, -2.63968, -1.61492], [1.26469, -3.96367, 0.05795], [-1.06006, -3.56099, -3.80040], [-2.45427, -2.91019, -4.69959], [-2.60197, -4.47010, -3.85700], [9.77513, 1.40215, 1.85044], [8.13852, 1.18430, 1.38983], [7.73882, 1.45030, 0.08101], [6.41024, 1.29295, -0.27730], [5.45259, 0.87377, 0.63993], [3.96468, 0.74993, 0.34751], [3.60664, 0.90624, -1.14065], [2.18001, 0.96433, -1.35714], [1.62051, 1.51661, -2.47458], [0.27205, 1.42310, -2.32618], [0.01700, 0.82971, -1.13210], [1.17851, 0.55442, -0.57105], [3.21181, 1.61792, 1.16828], [3.35204, 3.01566, 0.95663], [2.09211, 3.59277, 0.37029], [0.85547, 3.37437, 0.92121], [0.51155, 2.44131, 2.30311], [-0.40815, 4.16049, 0.03069], [0.74425, 4.78576, -1.08472], [2.01212, 4.40216, -0.78845], [5.88677, 0.57797, 1.94340], [4.77438, -0.00381, 3.11365], [7.20994, 0.73731, 2.31949], [8.46470, 1.78767, -0.64224], [6.14281, 1.49650, -1.30213], [3.64632, -0.24341, 0.69125], [4.02733, 0.06625, -1.70076], [4.02521, 1.83523, -1.53578], [2.21370, 1.91043, -3.27298], [-0.52272, 1.72292, -2.97516], [1.27790, 0.08936, 0.38845], [4.20739, 3.24833, 0.31660], [3.52916, 3.46554, 1.94177], [0.42022, 5.41022, -1.89148], [2.87113, 4.70019, -1.36173], [7.51346, 0.51249, 3.32906]],
  "forces_ev_per_angstrom": [[0.5, 0.1, 0.6], [-0.4, 0.0, 0.1], [0.8, -0.3, 0.6], [0.1, 0.0, 0.1], [-0.2, -0.4, 0.5], [0.5, 0.3, -0.3], [0.3, 0.5, -0.7], [0.1, 0.0, -0.1], [0.1, -0.1, 0.1], [-0.4, 0.0, -0.1], [0.5, 0.0, 0.2], [-1.1, -0.2, 0.1], [0.8, 0.3, -0.4], [-0.6, -0.3, 0.4], [0.0, 0.0, 0.0], [0.0, 0.0, 0.1], [-0.1, 0.0, -0.1], [0.0, 0.1, -0.1], [0.0, 0.1, 0.0], [0.1, -0.1, -0.2], [0.0, 0.2, -0.1], [-0.6, 1.0, 0.9], [0.1, -0.9, -0.5], [-0.2, 0.6, -0.6], [0.0, -0.1, 0.0], [0.0, 0.0, 0.0], [0.0, 0.0, 0.0], [0.0, 0.0, -0.1], [0.1, -0.1, 0.0], [-0.2, 0.1, 0.0], [0.2, 0.0, 0.1], [-0.1, 0.1, -0.2], [-0.3, 0.2, -0.3], [0.0, 0.0, -0.1], [-0.1, 0.0, 0.0], [0.8, -1.1, -0.2], [-0.4, 0.2, 0.4], [0.0, 0.4, -0.6], [0.0, 0.0, 0.1], [0.0, 0.0, 0.1], [0.0, -0.1, 0.1], [-0.1, -0.1, 0.0], [-0.1, -0.1, 0.0], [0.1, 0.1, -0.1], [0.1, 0.0, 0.0], [0.1, 0.1, 0.2], [-0.1, 0.1, 0.0], [0.0, -0.1, 0.0], [0.2, 0.0, 0.1], [-0.5, 0.0, -0.5], [0.2, 0.0, 0.3], [0.0, -0.1, 0.2], [-0.1, -0.1, 0.2], [0.2, -0.1, -0.1], [0.7, -0.1, 0.5], [-0.4, -0.1, -0.1], [-0.5, 0.1, -0.3], [0.3, 0.2, -0.4], [-0.2, -0.5, 0.4], [-0.1, -0.2, 0.3], [-0.2, 0.0, -0.1], [0.0, 0.2, 0.2], [-0.3, -0.4, 0.5], [0.1, 0.4, -0.6], [-0.2, -0.1, 0.2], [0.7, -0.1, 0.1], [-0.1, -0.1, 0.2], [-0.3, 0.2, 0.0], [0.3, 0.3, -0.7], [-0.2, -0.2, 0.4], [0.0, 0.0, 0.0], [0.1, 0.0, 0.0], [-0.1, 0.1, -0.1], [0.0, 0.1, -0.2], [0.0, 0.1, 0.0], [0.0, -0.1, 0.0], [0.1, 0.1, -0.1], [-0.1, 0.1, -0.2], [0.2, 0.0, 0.2], [0.0, 0.0, 0.1], [0.1, -0.1, -0.2], [-0.1, 0.2, -0.2], [0.2, 0.1, -0.1], [0.0, 0.0, 0.1]],
  "molar_mass_g_mol": 1124.95,
  "charge": 2,
  "multiplicity": 3,
  "homo_lumo_gap_ev": [6.83, 4.85],
  "e_lumo_ev": [-5.74, -7.72],
  "total_energy_ev": -256372.2367
}